2 unconnected molecules or ions with the total composition C9H18N3. Source: the Open Molecules 2025 dataset; level of theory: wB97M-V/def2-TZVPD.

Total charge   +1
Multiplicity   1
Gap between HOMO and LUMO (alpha / beta)   0.308 / 0.289 Eh
Max |F|   1.24 eV Å⁻¹

Last column: natural (NBO) charge in e.
Atoms and positions in Å:
C  -1.57427  -2.92329  1.66787  -0.2483
C  -2.57383  -2.27244  0.89100  -0.2297
C  -0.38122  -2.35846  1.35041  -0.0519
C  -1.94983  -1.33557  0.12609  -0.1094
C  -0.96531  1.61085  1.49711  -0.4833
C  1.37499  1.61489  1.92598  -0.4828
C  1.26053  0.95020  -1.74716  -0.4329
C  0.03937  -0.99239  -2.56767  -0.4231
C  0.39771  -0.65866  -0.17014  0.2094
N  -0.59481  -1.38648  0.38954  -0.3805
N  0.34404  1.65142  0.95096  -0.3147
N  0.18409  -0.01793  -1.45948  -0.3818
H  -1.73926  -3.71693  2.36756  0.2485
H  -3.62326  -2.48445  0.90411  0.2465
H  0.61072  -2.56128  1.69946  0.2277
H  -2.37539  -0.64125  -0.57094  0.2099
H  -1.09951  2.40648  2.23817  0.2315
H  -1.70251  1.74998  0.70626  0.1916
H  -1.17447  0.66982  2.02893  0.2099
H  1.44991  2.60926  2.38418  0.2349
H  1.19155  0.90609  2.74177  0.1967
H  2.33159  1.40271  1.44869  0.2027
H  2.20467  0.42509  -1.87894  0.2241
H  1.03268  1.50320  -2.65571  0.2343
H  1.32570  1.63570  -0.90064  0.2876
H  -0.78174  -1.67934  -2.36957  0.2433
H  -0.15571  -0.46884  -3.50075  0.2378
H  0.95954  -1.56381  -2.66781  0.2358
H  1.41292  -0.94360  0.05081  0.2235
H  -0.68734  0.52008  -1.37953  0.4424